(1)
Computed, not measured: C28H52N2O2Si2Sr as an isolated structure, with wB97M-V/def2-TZVPD.

Each line ends with the Mulliken charge.
CARTESIAN COORDINATES (ANGSTROEM)
O -1.02 -1.24 -1.52  0.444
O 0.68 0.99 -4.17  -0.001
C -0.23 -2.36 -2.03  -0.225
C -0.85 -3.71 -1.72  -1.266
H 0.76 -2.25 -1.58  0.101
H -0.10 -2.24 -3.12  0.423
H -1.05 -3.84 -0.64  0.195
H -0.17 -4.52 -2.05  0.451
H -1.80 -3.84 -2.28  0.310
C -1.98 -0.60 -2.41  0.303
C -1.83 -0.95 -3.88  -1.554
H -1.80 0.47 -2.27  -0.050
H -3.00 -0.84 -2.07  -0.007
H -0.88 -0.54 -4.26  0.245
H -2.63 -0.47 -4.44  0.435
H -1.90 -2.02 -4.08  0.432
C 0.31 2.33 -3.80  -0.048
C 2.01 0.95 -4.71  -0.220
C -0.82 2.81 -4.70  -1.315
H 1.15 3.06 -3.91  0.487
H 0.00 2.31 -2.75  -0.055
H -0.49 2.88 -5.74  0.307
H -1.14 3.81 -4.41  0.447
H -1.69 2.15 -4.63  0.181
C 2.03 1.21 -6.21  -1.411
H 2.40 -0.04 -4.46  0.335
H 2.64 1.71 -4.22  0.215
H 1.27 0.62 -6.75  0.277
H 3.02 0.95 -6.61  0.433
H 1.89 2.28 -6.42  0.297
H 2.91 1.83 -1.91  0.166
Sr -0.64 -0.52 0.68  1.156
C 2.43 1.14 -1.24  -0.782
Si 3.71 0.98 0.15  0.502
H 2.20 0.23 -1.82  0.330
H 1.50 1.61 -0.91  0.167
C 4.94 -0.20 -0.61  -1.111
C 3.19 0.46 1.88  -0.568
C 4.27 2.77 0.03  -1.229
C -2.87 -1.61 1.01  -1.541
Si -3.86 -0.04 0.96  0.873
H -2.72 -2.09 2.00  0.414
H -3.08 -2.39 0.28  0.271
C -5.32 -0.28 -0.18  -1.276
C -2.90 1.50 0.35  -0.754
C -4.41 0.39 2.70  -1.099
H 3.79 3.28 -0.82  0.359
H 5.35 2.82 -0.15  0.365
H 4.01 3.34 0.92  0.308
H 4.76 -1.25 -0.33  0.276
H 5.95 0.08 -0.29  0.357
H 4.91 -0.14 -1.71  0.313
H 2.58 -0.45 1.92  -0.078
H 2.64 1.25 2.40  0.224
H 4.08 0.25 2.48  0.430
H -3.59 2.04 -0.32  0.346
H -1.99 1.36 -0.26  -0.125
H -2.67 2.17 1.18  0.329
H -5.25 1.09 2.66  0.314
H -3.59 0.85 3.28  0.271
H -4.73 -0.52 3.21  0.292
H -6.14 0.39 0.11  0.344
H -5.66 -1.32 -0.11  0.353
H -5.06 -0.07 -1.23  0.303
C -0.66 2.85 6.49  -0.409
C -0.77 3.18 5.13  -0.573
C -0.52 2.22 4.15  -0.126
C -0.18 0.90 4.52  -0.251
C -0.02 0.59 5.89  -0.193
C -0.27 1.55 6.86  -0.593
N -0.03 -0.09 3.53  0.634
N 0.16 -1.27 4.03  -0.323
C 0.61 -2.33 3.24  0.287
C 0.75 -3.58 3.94  -0.326
C 1.12 -4.72 3.26  -0.654
C 1.42 -4.64 1.88  -0.681
C 1.34 -3.39 1.22  -0.324
C 0.88 -2.28 1.87  -0.488
H -0.86 3.61 7.25  0.376
H -1.06 4.19 4.84  0.344
H -0.59 2.44 3.07  0.286
H 0.27 -0.42 6.17  0.401
H -0.17 1.30 7.92  0.361
H 0.53 -3.57 5.02  0.401
H 1.19 -5.67 3.78  0.348
H 1.72 -5.53 1.33  0.392
H 1.65 -3.34 0.16  0.444

Calculated values
LUMO (eV): -0.4
Multiplicity: 1
Frontier orbital gap (eV): 5.91
E_HOMO (eV): -6.333



(2)
Computed, not measured: C28H52N2O2Si2Zn as an isolated structure, with wB97M-V/def2-TZVPD.

Each line ends with the Mulliken charge.
CARTESIAN COORDINATES (ANGSTROEM)
O -2.22 0.04 -2.88  1.621
O -1.34 -2.38 -4.87  0.114
C -3.67 -0.34 -2.62  -0.387
C -4.47 0.87 -2.21  -1.434
H -3.63 -1.11 -1.84  0.243
H -3.94 -0.79 -3.57  0.644
H -4.10 1.33 -1.29  0.225
H -5.50 0.55 -2.05  0.475
H -4.48 1.61 -3.02  0.345
C -1.85 0.82 -4.10  0.449
C -2.76 0.45 -5.24  -1.615
H -0.82 0.52 -4.28  0.028
H -1.90 1.88 -3.83  0.337
H -2.66 -0.60 -5.50  0.175
H -2.46 1.04 -6.12  0.440
H -3.81 0.71 -5.04  0.447
C 0.06 -2.39 -5.13  -0.072
C -2.01 -3.62 -4.70  -0.167
C 0.34 -1.65 -6.42  -1.247
H 0.47 -3.41 -5.17  0.480
H 0.52 -1.86 -4.28  -0.098
H -0.13 -2.16 -7.27  0.310
H 1.42 -1.61 -6.60  0.435
H -0.05 -0.63 -6.37  0.168
C -2.56 -4.11 -6.03  -1.356
H -2.83 -3.40 -4.00  0.170
H -1.35 -4.38 -4.25  0.294
H -3.19 -3.34 -6.49  0.269
H -3.17 -5.00 -5.87  0.425
H -1.75 -4.35 -6.72  0.308
H -1.69 0.20 -2.01  -0.303
Zn -0.74 0.08 -0.16  -2.081
C -0.81 -1.64 -1.26  0.068
Si -0.69 -3.21 -0.23  0.234
H -1.72 -1.81 -1.85  -0.316
H 0.01 -1.61 -1.98  0.160
C -2.31 -4.17 -0.33  -1.086
C -0.35 -2.96 1.60  -0.813
C 0.67 -4.30 -0.92  -1.135
C -0.91 1.97 -0.88  -1.060
Si 0.60 2.75 -1.66  0.449
H -1.03 2.47 0.11  0.825
H -1.81 2.26 -1.43  0.589
C 0.05 4.05 -2.91  -1.217
C 1.69 1.52 -2.57  -0.638
C 1.64 3.59 -0.35  -1.097
H 0.77 -4.17 -2.01  0.241
H 0.46 -5.36 -0.72  0.356
H 1.64 -4.06 -0.45  0.294
H -3.15 -3.60 0.11  0.289
H -2.21 -5.10 0.24  0.384
H -2.58 -4.43 -1.36  0.219
H -1.02 -2.21 2.04  0.136
H 0.68 -2.64 1.78  0.180
H -0.51 -3.91 2.15  0.437
H 1.72 1.75 -3.65  0.393
H 1.36 0.48 -2.46  -0.200
H 2.72 1.58 -2.18  0.409
H 2.45 4.16 -0.82  0.320
H 2.07 2.87 0.36  0.226
H 1.02 4.29 0.23  0.306
H 0.87 4.75 -3.10  0.344
H -0.80 4.61 -2.50  0.327
H -0.26 3.59 -3.86  0.285
C 5.14 0.03 1.66  -0.439
C 4.50 -0.20 0.43  -0.767
C 3.11 -0.24 0.37  0.149
C 2.35 0.04 1.53  -0.829
C 3.00 0.21 2.77  -0.378
C 4.39 0.22 2.83  -0.624
N 0.96 0.19 1.46  1.406
N 0.42 0.52 2.60  -0.675
C -0.97 0.48 2.66  1.075
C -1.56 0.69 3.95  -0.449
C -2.94 0.64 4.09  -0.709
C -3.74 0.38 2.97  -0.650
C -3.15 0.17 1.70  0.624
C -1.79 0.24 1.55  -0.883
H 6.23 0.06 1.69  0.369
H 5.08 -0.36 -0.48  0.382
H 2.56 -0.45 -0.56  0.571
H 2.39 0.37 3.65  0.440
H 4.88 0.38 3.79  0.376
H -0.87 0.87 4.77  0.448
H -3.38 0.79 5.08  0.338
H -4.82 0.34 3.07  0.403
H -3.78 -0.04 0.83  0.273

Calculated values
LUMO (eV): -0.4
Multiplicity: 1
Frontier orbital gap (eV): 6.81
E_HOMO (eV): -7.188



(3)
Computed, not measured: C28H52N7O4PPt as an isolated structure, with wB97M-V/def2-TZVPD.

Each line ends with the Löwdin spin population.
CARTESIAN COORDINATES (ANGSTROEM)
Pt -0.08 -0.09 -0.55  1.381
O 2.75 -0.97 -2.00  0.000
C 1.86 -1.82 -2.11  0.010
O 0.76 -1.86 -1.46  0.106
C 2.05 -2.93 -3.12  0.006
N 3.46 -2.77 -3.67  0.002
C 3.39 -2.62 -5.17  0.000
C 2.04 -3.23 -5.52  0.000
C 1.15 -2.81 -4.35  0.000
H 1.97 -3.91 -2.64  0.000
H 4.07 -3.53 -3.39  0.000
H 3.78 -1.90 -3.20  0.000
H 4.24 -3.13 -5.62  0.000
H 3.44 -1.56 -5.39  0.000
H 2.11 -4.31 -5.58  0.000
H 1.67 -2.86 -6.48  0.000
H 0.26 -3.44 -4.25  0.000
H 0.82 -1.78 -4.46  0.000
O -0.07 -0.85 1.44  0.054
P 0.49 0.14 2.46  0.014
N -0.36 1.53 2.30  0.004
C -1.44 1.71 1.34  0.065
C -1.81 3.19 1.45  0.008
C -1.40 3.55 2.88  0.003
C -0.12 2.75 3.08  0.001
N 2.06 0.53 2.14  0.010
C 3.16 -0.47 2.27  0.000
C 4.07 -0.24 1.06  0.000
C 3.72 1.16 0.57  0.008
C 2.24 1.26 0.89  0.061
N 0.36 -0.32 4.00  0.007
C 1.27 -1.29 4.68  0.000
C 0.42 -1.84 5.82  0.000
C -0.99 -1.83 5.24  0.000
C -1.04 -0.51 4.50  0.000
H -2.28 1.04 1.54  0.001
H -1.12 1.45 0.29  0.023
H -2.86 3.36 1.25  0.000
H -1.22 3.77 0.73  0.001
H -2.17 3.21 3.58  0.000
H -1.26 4.61 3.02  0.001
H 0.08 2.51 4.12  0.000
H 0.75 3.30 2.70  0.000
H 2.76 -1.49 2.26  0.000
H 3.68 -0.31 3.21  0.000
H 3.84 -0.96 0.27  0.000
H 5.12 -0.33 1.32  0.000
H 3.92 1.32 -0.48  0.001
H 4.24 1.93 1.15  0.003
H 1.68 0.74 0.04  0.021
H 1.83 2.27 0.94  0.001
H 2.16 -0.78 5.04  0.000
H 1.55 -2.10 4.01  0.000
H 0.47 -1.17 6.69  0.000
H 0.75 -2.83 6.14  0.000
H -1.77 -1.90 6.00  0.000
H -1.12 -2.66 4.54  0.000
H -1.30 0.31 5.17  0.000
H -1.75 -0.52 3.67  0.000
N -1.95 -1.27 -0.94  0.119
C -2.59 -1.82 0.24  0.001
C -2.09 -2.96 0.83  0.011
C -2.68 -3.45 1.98  -0.002
C -3.77 -2.79 2.54  0.013
C -4.28 -1.65 1.94  -0.002
C -3.69 -1.16 0.78  0.011
H -2.63 -0.79 -1.51  0.003
H -1.52 -2.01 -1.49  0.000
H -1.22 -3.45 0.41  0.000
H -2.30 -4.35 2.45  0.000
H -4.24 -3.18 3.44  0.001
H -5.14 -1.14 2.36  0.000
H -4.09 -0.27 0.29  0.000
C -1.68 0.49 -4.11  0.000
N -1.76 1.74 -3.36  0.002
C -3.10 2.17 -2.97  0.000
C -0.66 2.08 -2.63  0.007
O 0.17 1.20 -2.27  0.033
N -0.43 3.38 -2.38  0.008
C 0.65 3.78 -1.50  0.000
C -1.08 4.47 -3.11  0.001
H -2.63 0.35 -4.63  0.000
H -1.49 -0.37 -3.48  0.000
H -0.89 0.54 -4.86  0.000
H -3.62 1.37 -2.44  0.000
H -3.69 2.45 -3.84  0.000
H -3.05 3.03 -2.30  0.000
H 1.13 2.90 -1.09  0.000
H 0.27 4.41 -0.69  0.000
H 1.39 4.35 -2.06  0.000
H -1.49 4.10 -4.05  0.000
H -0.33 5.22 -3.33  0.000
H -1.87 4.94 -2.53  0.000

Calculated values
LUMO (alpha / beta) (eV): -4.2 / -5.7
Expectation value of S²: 2.006
Total charge: +2
Multiplicity: 3
Frontier orbital gap (alpha / beta) (eV): 8.67 / 7.81
E_HOMO (alpha / beta) (eV): -12.900 / -13.510



(4)
Computed, not measured: C28H52OP2Ru as an isolated structure, with wB97M-V/def2-TZVPD.

Each line ends with the Löwdin spin population.
CARTESIAN COORDINATES (ANGSTROEM)
Ru 0.07 1.80 -1.46  1.403
C 0.75 1.29 1.94  0.208
C 1.63 1.67 0.92  0.296
C -0.38 2.85 0.63  0.285
C -0.50 1.91 1.73  0.197
C 1.03 2.78 0.14  0.167
C 1.09 0.38 3.08  0.032
H 2.14 0.06 3.00  0.000
H 0.46 -0.52 3.08  0.014
H 0.97 0.86 4.06  0.009
C -1.65 1.68 2.64  0.028
H -1.54 2.19 3.61  0.011
H -1.75 0.61 2.87  0.007
H -2.59 2.02 2.19  0.000
C -1.17 4.11 0.64  0.054
H -0.60 4.98 1.02  0.019
H -2.03 3.98 1.32  0.000
H -1.55 4.36 -0.35  0.015
C 1.84 3.97 -0.23  0.021
H 2.28 4.47 0.65  0.007
H 1.25 4.71 -0.77  0.001
H 2.67 3.61 -0.86  0.006
C 2.97 1.11 0.74  0.055
H 3.70 1.45 1.50  0.020
H 3.34 1.36 -0.25  0.002
H 2.90 0.01 0.82  0.012
C 0.09 -2.66 1.72  0.560
C 1.25 -3.20 2.00  0.072
C 2.50 -3.61 1.20  0.034
C 2.49 -3.88 -0.34  0.002
C 2.39 -2.64 -1.16  0.003
C 1.35 -1.84 -0.88  0.000
C -0.03 -2.37 -0.68  0.039
C -0.73 -2.08 0.66  0.078
H 2.92 -4.54 1.64  0.001
H 1.63 -4.50 -0.60  0.001
H 3.28 -2.85 1.40  -0.002
H -1.74 -2.56 0.68  0.005
H -0.75 -2.21 3.12  0.038
H 1.44 -3.38 3.08  0.027
H -0.91 -1.00 0.83  0.003
H -0.67 -2.03 -1.51  0.006
H 1.39 -0.74 -0.93  0.001
H 0.00 -3.47 -0.75  0.000
H 3.38 -4.46 -0.60  0.001
H 3.03 -2.51 -2.07  0.000
P -0.11 0.20 -3.15  0.045
P 0.29 3.12 -3.11  0.023
C 0.05 1.05 -4.82  0.005
C -0.52 2.44 -4.67  0.005
H -0.47 0.46 -5.60  0.001
H 1.12 1.06 -5.08  0.000
H -0.28 3.07 -5.53  0.000
H -1.61 2.43 -4.54  0.001
C -0.25 4.88 -3.20  0.007
H 0.29 5.48 -2.45  0.000
H -1.33 4.94 -3.01  0.000
H -0.05 5.31 -4.20  0.000
C 2.01 3.23 -3.79  0.009
H 2.01 3.33 -4.88  0.000
H 2.56 2.32 -3.53  0.003
H 2.53 4.09 -3.36  0.001
C -1.83 -0.47 -3.45  0.028
H -2.14 -1.13 -2.63  0.001
H -1.91 -1.03 -4.40  0.004
H -2.52 0.38 -3.49  0.002
C 0.86 -1.26 -3.95  -0.004
H 1.87 -0.93 -4.24  0.000
H 0.38 -1.63 -4.87  0.000
H 0.99 -2.12 -3.29  0.000
C -2.14 -4.09 3.58  0.009
C -2.52 -2.66 3.93  0.004
C -3.63 -2.19 3.00  0.000
C -2.95 -2.55 5.39  0.005
O -1.38 -1.79 3.81  0.109
H -2.98 -4.77 3.73  0.000
H -1.30 -4.42 4.21  0.000
H -1.82 -4.14 2.53  0.005
H -4.54 -2.77 3.18  0.000
H -3.84 -1.13 3.15  0.000
H -3.34 -2.34 1.95  0.000
H -2.13 -2.87 6.04  0.000
H -3.19 -1.51 5.64  0.000
H -3.82 -3.18 5.60  0.001

Calculated values
LUMO (alpha / beta) (eV): -7.2 / -9.1
Expectation value of S²: 6.046
Total charge: +2
Multiplicity: 5
Frontier orbital gap (alpha / beta) (eV): 5.70 / 4.44
E_HOMO (alpha / beta) (eV): -12.892 / -13.588



(5)
Computed, not measured: C28H53BN6OPdSb as an isolated structure, with wB97M-V/def2-TZVPD.

Each line ends with the Mulliken charge.
CARTESIAN COORDINATES (ANGSTROEM)
Pd 0.42 -0.48 -0.04  0.181
C -0.07 -0.66 4.45  -1.315
C 0.51 0.41 3.58  0.619
C 0.71 1.76 3.90  -1.420
C 1.35 2.29 2.80  0.872
C 1.77 3.70 2.58  -1.332
N 1.51 1.30 1.89  1.036
N 0.98 0.16 2.37  -0.714
B 2.68 1.19 0.87  -0.935
N 3.20 -0.25 1.01  1.132
N 2.49 -1.28 0.58  -0.009
C 3.17 -2.39 0.80  0.064
C 2.64 -3.72 0.39  -1.276
C 4.39 -2.06 1.42  -1.344
C 4.36 -0.68 1.54  0.750
C 5.39 0.22 2.14  -1.488
N 2.40 1.43 -0.66  1.947
N 2.45 0.36 -1.47  -0.760
C 2.99 0.73 -2.62  0.492
C 3.40 -0.25 -3.67  -1.619
C 3.24 2.11 -2.60  -1.335
C 2.86 2.52 -1.34  0.759
C 2.93 3.90 -0.78  -1.299
H -0.10 -0.32 5.49  0.429
H 0.56 -1.55 4.40  0.263
H -1.08 -0.93 4.14  0.070
H 0.43 2.26 4.81  0.459
H 1.46 4.32 3.41  0.447
H 1.33 4.10 1.67  0.122
H 2.86 3.76 2.48  0.227
H 3.52 1.97 1.20  -0.160
H 1.70 -3.56 -0.13  0.066
H 2.48 -4.36 1.26  0.304
H 3.34 -4.22 -0.28  0.341
H 5.17 -2.73 1.73  0.455
H 6.21 -0.37 2.55  0.384
H 4.96 0.82 2.94  0.251
H 5.79 0.90 1.39  0.222
H 2.98 -1.22 -3.46  0.251
H 4.49 -0.35 -3.66  0.388
H 3.11 0.08 -4.67  0.375
H 3.66 2.71 -3.38  0.443
H 3.42 4.56 -1.48  0.379
H 3.49 3.89 0.15  0.243
H 1.93 4.28 -0.57  0.174
C 0.27 -0.42 -4.08  -0.918
O -0.09 -0.97 -2.85  -0.317
H 0.97 -1.07 -4.62  0.161
H 0.72 0.58 -3.96  0.328
H -0.63 -0.32 -4.69  0.478
H 0.58 -0.78 -2.13  0.154
C -4.90 -0.33 -2.00  -1.614
C -3.42 -0.36 -2.35  1.931
C -3.16 -1.57 -3.25  -1.842
C -3.04 0.92 -3.08  -1.786
Sb -2.03 -0.49 -0.57  1.392
C -2.52 -2.48 0.41  2.054
C -2.05 -2.43 1.85  -1.722
C -1.59 -3.44 -0.32  -1.998
C -3.97 -2.93 0.31  -2.018
C -2.69 1.26 0.75  2.007
C -1.60 2.28 0.47  -2.145
C -2.59 0.83 2.20  -1.142
C -4.07 1.85 0.50  -2.119
H -5.48 -0.37 -2.93  0.529
H -5.16 0.58 -1.48  0.260
H -5.18 -1.19 -1.40  0.191
H -3.69 -1.45 -4.20  0.510
H -3.54 -2.47 -2.77  0.270
H -2.10 -1.69 -3.44  0.221
H -3.57 1.00 -4.03  0.471
H -1.97 0.95 -3.28  0.213
H -3.30 1.79 -2.48  0.232
H -1.07 -1.94 1.89  0.065
H -1.94 -3.44 2.25  0.661
H -2.76 -1.89 2.49  0.300
H -0.56 -3.04 -0.25  0.221
H -1.85 -3.54 -1.38  0.266
H -1.60 -4.43 0.14  0.534
H -4.65 -2.19 0.73  0.293
H -4.12 -3.87 0.87  0.477
H -4.25 -3.12 -0.72  0.348
H -0.61 1.81 0.56  0.475
H -1.65 3.12 1.17  0.480
H -1.69 2.68 -0.55  0.308
H -1.66 0.29 2.35  -0.471
H -3.43 0.20 2.49  0.346
H -2.58 1.70 2.86  0.591
H -4.16 2.27 -0.50  0.359
H -4.26 2.66 1.21  0.478
H -4.84 1.10 0.65  0.353

Calculated values
LUMO (eV): 2.8
Total charge: -1
Multiplicity: 1
Frontier orbital gap (eV): 5.81
E_HOMO (eV): -3.031



Results for E_tot: -1967.68570 -3716.27028 -2242.64559 -1950.12317 -1895.53050 (in Ha, following the order of the records).